The following is a DFT calculation (ωB97M-V/def2-TZVPD) of C6H6N5S as an isolated structure at a distorted geometry.

```
18
Properties=species:S:1:pos:R:3
C -1.85 -0.87 0.11
C -1.50 0.40 0.54
C -0.91 -1.72 -0.43
C -0.19 0.85 0.44
C 0.42 -1.31 -0.54
C 0.71 -0.04 -0.11
N 2.55 1.63 -0.29
N 4.57 0.74 -0.14
N 3.82 1.84 -0.27
N 2.27 0.44 -0.19
N 3.90 -0.31 -0.04
S 4.12 -1.81 0.14
H -2.88 -1.19 0.22
H -2.24 1.06 0.97
H -1.18 -2.71 -0.77
H 0.10 1.82 0.78
H 1.16 -1.96 -0.97
H 4.24 2.76 -0.35
```

Properties
**Spin multiplicity**: 1
**M**: 180.2 g mol⁻¹
**Charge**: +1
**E_tot**: -24592.659 eV
**Energy above the lowest of the compared OMol25 structures with the same formula, charge and spin**: 105.7 kJ/mol